[1]
C33H53Br2FN3O6S | ωB97M-V with the def2-TZVPD basis set

```
99
Properties=species:S:1:pos:R:3:forces:R:3:mulliken_charge:R:1
C 0.207754 -0.486776 2.910429 -0.2 -0.3 0.2 -0.161
C 0.702849 -1.567492 1.998397 0.0 0.0 0.1 0.363
Br 0.302109 -3.331466 2.565510 0.1 0.4 -0.1 -0.109
C 1.366171 -1.339838 0.865969 -0.1 -0.9 0.3 0.154
Br 1.951489 -2.788704 -0.243570 0.0 0.7 0.1 -0.043
O 1.660142 -0.031203 0.497215 -0.2 -0.2 -0.3 -0.395
C 0.699837 0.556895 -0.270801 -0.3 0.0 -0.3 -0.083
O 0.442475 1.713690 -0.208141 0.2 0.1 0.1 -0.331
C -0.050696 -0.328641 -1.244273 0.5 -0.2 0.2 0.351
C -1.232992 -0.915340 -0.826076 0.4 0.2 -0.2 -0.282
C -1.880151 -1.743791 -1.715294 -0.7 -0.2 1.3 -0.628
N -3.053848 -2.394637 -1.307728 -0.1 0.6 -1.2 -0.482
C -3.910464 -2.629824 -2.160778 0.4 -0.9 -0.1 0.560
S -4.840179 -3.097579 -3.305530 -0.1 0.3 0.4 -0.278
N -1.358998 -1.949941 -2.929851 0.2 0.1 -0.3 0.307
C -0.215807 -1.375565 -3.368408 0.5 0.4 -0.4 -0.126
C 0.236442 -1.745290 -4.764950 -0.1 -0.7 0.4 -0.688
C 0.249802 -3.273014 -4.901162 -0.2 0.1 -0.2 -0.465
F 0.878086 -3.808899 -3.790557 0.0 0.0 0.1 -0.256
C 0.490391 -0.527015 -2.530855 -0.4 -0.2 0.1 0.774
C 1.737840 0.137604 -3.014863 0.0 0.3 0.0 0.427
C 1.650461 1.036681 -4.084428 0.0 -0.6 0.7 -0.201
C 2.816195 1.619453 -4.550333 -0.3 0.5 -0.6 -0.735
N 4.030017 1.389746 -4.058253 -0.3 -0.3 0.2 -0.518
C 4.081495 0.554611 -3.028546 0.5 -0.2 0.3 -0.698
C 2.991161 -0.094379 -2.460740 -0.4 0.2 -0.2 0.034
H -0.824642 -0.719849 3.179510 0.0 0.2 -0.1 0.097
H 0.772680 -0.499793 3.845336 0.1 0.0 -0.1 0.525
H 0.275807 0.509034 2.478582 0.0 -0.1 -0.1 -0.568
H -1.640509 -0.750007 0.163472 -0.1 -0.1 0.0 1.035
H -1.821959 -2.586777 -3.571326 -0.1 0.0 0.2 0.197
H -0.436788 -1.294223 -5.497970 0.1 0.0 -0.1 0.363
H 1.248916 -1.393658 -4.932850 -0.1 0.2 0.0 0.296
H 0.795882 -3.594503 -5.787030 0.0 0.1 0.0 0.398
H -0.759118 -3.696829 -4.961061 0.1 -0.1 0.0 0.379
H 0.671816 1.232270 -4.504361 0.1 0.3 -0.2 0.570
H 2.743905 2.313996 -5.381376 0.2 0.0 0.1 0.384
H 5.063767 0.347870 -2.613458 0.0 0.1 -0.1 0.445
H 3.128226 -0.760376 -1.624492 0.1 0.0 0.0 0.232
C 1.646879 4.392008 -1.131692 0.0 0.3 0.0 -0.578
C 2.848103 3.876490 -1.900078 0.1 0.0 0.1 0.835
O 3.109281 4.564587 -3.107892 -0.1 -0.2 -0.2 -0.347
C 3.387029 5.950829 -2.989629 0.0 0.2 0.0 -0.331
C 4.603215 6.265944 -2.137275 0.0 -0.1 0.1 -1.043
H 0.750570 4.356947 -1.754146 0.0 0.0 0.0 0.327
H 1.485582 3.778041 -0.249900 0.0 0.0 0.0 -0.229
H 1.777937 5.423770 -0.801429 0.1 0.0 0.0 0.431
H 2.664488 2.841442 -2.189586 0.0 0.0 0.0 -0.863
H 3.741083 3.867430 -1.264230 0.0 0.0 0.0 0.271
H 2.504798 6.486583 -2.622318 0.0 0.0 0.1 0.306
H 3.560294 6.301232 -4.007158 0.0 -0.1 0.0 0.361
H 4.473210 5.944591 -1.102754 0.0 0.1 0.0 0.258
H 4.787835 7.340256 -2.129974 0.0 0.0 0.0 0.409
H 5.486540 5.761743 -2.531465 0.0 0.0 0.0 0.289
C -0.837904 6.191403 3.798672 0.0 -0.1 -0.1 -1.037
C -0.993475 4.835571 4.464057 0.1 0.1 0.1 -0.356
O -1.316461 3.786070 3.564598 -0.2 -0.2 0.0 -0.337
C -0.378201 3.535818 2.534641 0.1 0.0 0.0 0.792
C 0.998705 3.148804 3.048680 0.0 0.1 0.0 -1.280
H -1.747790 6.458655 3.259418 0.0 0.0 0.0 0.287
H -0.639202 6.956489 4.549235 0.0 0.0 0.0 0.402
H -0.013772 6.205420 3.083795 0.0 0.0 0.1 0.239
H -1.818510 4.874181 5.175171 0.0 -0.1 0.0 0.370
H -0.097749 4.580702 5.040707 0.0 0.0 0.0 0.317
H -0.318732 4.391397 1.852730 0.1 0.0 0.0 0.273
H -0.792757 2.710231 1.953308 -0.1 0.0 0.0 -0.754
H 1.459839 3.950371 3.625965 0.0 0.0 -0.1 0.460
H 1.661541 2.916844 2.213061 0.0 0.0 0.0 0.318
H 0.932905 2.274306 3.698573 0.0 0.0 0.0 0.326
C -3.937721 2.160641 1.221694 0.1 0.0 0.1 -0.774
C -4.425017 0.723634 1.213444 -0.1 0.1 0.0 -0.296
O -3.714634 -0.122671 2.103427 0.2 -0.2 -0.2 -0.321
C -3.762181 0.238478 3.478793 0.0 0.1 0.2 0.046
C -5.163277 0.265985 4.060371 -0.1 0.0 -0.2 -1.377
H -2.869906 2.186884 0.994229 0.0 0.1 0.0 -0.060
H -4.473574 2.750357 0.477127 0.0 0.0 0.0 0.491
H -4.077676 2.638997 2.190741 0.0 0.0 0.0 0.272
H -4.271164 0.292845 0.220629 0.0 -0.1 0.0 0.166
H -5.501430 0.674411 1.407286 0.0 0.0 0.1 0.401
H -3.253843 1.195758 3.639100 0.0 0.0 0.0 0.082
H -3.172182 -0.517335 3.999420 0.0 -0.1 -0.1 0.332
H -5.791250 1.017201 3.579787 0.0 0.1 0.1 0.310
H -5.122194 0.499766 5.124023 0.0 0.0 0.0 0.439
H -5.649880 -0.702139 3.933492 0.0 0.0 0.0 0.324
C -0.208565 -9.424136 2.166532 0.1 0.0 -0.1 -1.046
C -0.612027 -7.964887 2.053373 -0.1 -0.1 0.0 -0.334
O 0.476786 -7.079834 1.844677 0.0 0.2 0.1 -0.387
C 1.241559 -7.290274 0.673155 0.1 0.0 -0.1 -0.356
C 0.446265 -7.163462 -0.615743 -0.1 0.0 0.0 -1.025
H 0.512918 -9.558694 2.973179 0.0 0.0 0.0 0.296
H -1.083717 -10.040144 2.374116 0.0 0.0 0.0 0.388
H 0.248951 -9.795650 1.248620 -0.1 0.0 0.0 0.270
H -1.072825 -7.644828 2.988082 0.1 0.1 0.0 0.328
H -1.368006 -7.830399 1.271039 0.0 0.0 0.0 0.305
H 1.755518 -8.256083 0.719077 0.0 0.0 0.0 0.310
H 2.019069 -6.524918 0.691004 0.0 0.0 0.1 0.311
H -0.339183 -7.916719 -0.688179 0.0 0.0 0.0 0.339
H 1.104221 -7.285751 -1.477173 0.0 0.0 0.0 0.391
H -0.029880 -6.181629 -0.673766 0.0 0.0 0.0 0.219
```
Forces are in eV/Å.

Results
F_max in Eh/bohr: 0.029
E in Ha: -7550.6886
E_HOMO in eV: -11.3
Charge: +1
Frontier orbital gap in eV: 6.96


[2]
C21H29N5O2S | ωB97M-V with the def2-TZVPD basis set

```
58
Properties=species:S:1:pos:R:3:forces:R:3:nbo_charge:R:1
C 2.013145 3.180336 -0.594193 0.0 0.0 -0.2 -0.594
H 1.849153 2.392857 0.137531 0.0 -0.1 0.1 0.221
H 3.048225 3.502513 -0.529140 0.1 0.1 0.1 0.215
H 1.369628 4.025042 -0.356519 0.0 0.1 0.1 0.205
C 1.720106 2.657326 -2.002257 0.2 0.2 0.2 -0.458
C 0.303724 2.243435 -2.117318 -0.4 0.7 -0.3 0.089
N -0.115501 1.041523 -2.010199 1.5 -0.2 0.1 -0.259
N -1.431495 0.893022 -2.084118 -1.5 -0.3 -0.2 -0.341
C -2.074450 1.997208 -2.254010 1.1 0.6 0.0 0.249
N -3.421571 2.155220 -2.360475 -0.5 0.7 -0.3 -0.642
C -4.475251 1.272663 -2.128631 0.1 -0.2 0.0 0.709
O -5.584388 1.637148 -2.426350 -0.2 0.0 0.0 -0.568
C -4.153808 -0.022811 -1.437180 -0.1 -0.1 0.1 -0.527
H -3.100907 -0.269329 -1.551179 -0.2 -0.1 0.0 0.261
C -4.537164 0.128286 0.047480 -0.1 -0.2 0.0 -0.476
C -4.109455 -1.097983 0.846765 -0.3 0.5 -0.1 0.688
O -4.888022 -2.011249 1.047406 -0.3 -0.2 -0.1 -0.633
N -2.851210 -1.113307 1.338154 0.3 -0.2 0.3 -0.441
C -1.784313 -0.171993 1.098657 0.3 0.1 -0.3 -0.211
H -2.118245 0.667702 0.495915 0.0 0.0 0.0 0.212
C -0.630421 -0.875564 0.385866 0.0 0.3 0.2 -0.251
N -0.146870 -1.968752 1.206944 -0.1 -0.1 -0.1 -0.449
C -1.214709 -2.930774 1.407340 -0.1 0.1 0.3 -0.225
C -2.392251 -2.253516 2.106451 -0.1 -0.5 0.0 -0.231
H -3.227486 -2.946568 2.212779 0.1 0.1 0.0 0.252
H -2.074950 -1.904607 3.095352 0.0 0.0 0.0 0.191
H -0.843627 -3.744926 2.034444 0.0 0.0 0.0 0.205
H -1.559722 -3.358600 0.448614 0.0 0.0 0.0 0.170
C 1.041644 -2.587695 0.632660 -0.1 0.0 0.1 -0.253
C 2.154311 -1.591675 0.444873 0.1 -0.1 -0.1 0.035
C 2.606768 -1.293444 -0.832163 0.0 -0.1 0.1 -0.199
C 3.625375 -0.380791 -1.036334 0.1 0.1 0.0 -0.241
C 4.208979 0.270256 0.040306 0.0 0.0 -0.1 -0.013
C 3.749019 -0.025405 1.316836 0.0 0.0 -0.1 -0.219
C 2.737026 -0.947213 1.539638 0.0 0.0 0.0 -0.007
C 2.286034 -1.252343 2.934692 0.0 0.0 0.1 -0.651
H 2.615179 -2.251158 3.222248 0.0 -0.1 0.1 0.216
H 1.200541 -1.232158 2.989671 0.0 0.0 0.1 0.247
H 2.702425 -0.538619 3.641225 0.1 0.0 0.1 0.211
H 4.197484 0.476261 2.163886 0.0 0.1 0.1 0.203
C 5.327455 1.248271 -0.160647 0.0 -0.1 0.0 -0.629
H 5.288028 1.687225 -1.155110 0.0 0.1 -0.1 0.212
H 5.287237 2.043080 0.581193 0.0 0.1 0.0 0.215
H 6.287169 0.741230 -0.055002 0.1 0.1 0.0 0.223
H 3.971373 -0.178159 -2.040296 0.0 0.0 -0.1 0.207
H 2.153564 -1.781553 -1.682743 -0.1 -0.1 -0.1 0.212
H 1.362880 -3.375002 1.322762 0.0 0.0 -0.1 0.205
H 0.811106 -3.059354 -0.338731 0.0 0.0 0.1 0.175
H 0.183939 -0.168117 0.224230 -0.1 0.0 0.0 0.229
H -0.972906 -1.229067 -0.601017 0.0 0.0 0.0 0.180
H -1.427999 0.202503 2.066563 0.0 0.1 -0.1 0.196
H -5.623742 0.193819 0.122014 0.1 0.0 0.1 0.250
H -4.110997 1.039327 0.469421 0.0 0.0 0.0 0.208
H -4.767070 -0.812251 -1.872983 0.0 0.1 0.0 0.249
H -3.731909 3.054770 -2.712372 -0.1 -0.3 0.1 0.420
S -1.008228 3.406610 -2.343689 -0.1 -0.9 0.1 0.292
H 1.936807 3.433740 -2.738414 0.1 -0.1 -0.1 0.218
H 2.340340 1.782610 -2.200846 0.0 0.0 -0.1 0.246
```
Forces are in eV/Å.

Results
ΔE to the lowest compared entry with this formula, charge and spin in kcal/mol: 0.58
F_max in Eh/bohr: 0.030
E in Ha: -1640.0982
SMILES: CCc1nnc(NC(=O)CCC(=O)N2CCN(Cc3ccc(C)cc3C)CC2)s1
E_HOMO in eV: -8.7
Charge: 0
Frontier orbital gap in eV: 9.01


[3]
C11H10N2 | ωB97M-V with the def2-TZVPD basis set

```
23
Properties=species:S:1:pos:R:3:forces:R:3:nbo_charge:R:1
C 1.757795 0.080378 -3.985242 -3.1 5.1 0.4 -0.638
C 1.154997 0.106918 -2.504143 4.7 -8.1 -2.3 -0.096
C 1.373597 -1.091951 -1.646311 1.5 1.2 -4.6 -0.152
C 0.853461 -1.166527 -0.465485 -2.9 1.8 5.8 -0.274
C 0.050600 -0.065665 -0.035480 -1.5 3.2 0.9 0.195
C 0.418894 0.957030 -1.916864 -4.7 9.7 -4.3 0.087
C -0.620492 0.008177 1.373832 2.8 -5.2 -2.4 0.184
C -1.468945 1.020994 1.742067 3.0 1.7 -6.6 -0.234
C -1.906948 1.009709 2.920748 1.9 -8.5 1.5 -0.142
C -1.663037 -0.056233 3.729218 -3.1 0.3 5.7 -0.275
C -0.930961 -1.059479 3.353338 3.7 -7.5 -1.2 0.039
H 2.432446 1.131102 -3.969475 -1.0 -3.5 -0.6 0.246
H 0.743658 0.563158 -4.673435 3.1 -1.9 1.7 0.224
H 2.123072 -0.921102 -4.350120 -0.1 1.5 0.5 0.244
H 1.893461 -1.989548 -1.916689 0.7 0.0 -1.0 0.214
H 1.004351 -1.868974 0.374424 0.0 -0.2 -1.2 0.263
H -0.068774 2.031596 -2.659585 2.1 -3.0 1.5 0.113
H -1.535765 1.947709 1.143104 0.0 -0.9 0.0 0.246
H -2.209310 1.753493 3.288482 -5.3 10.6 5.2 0.185
H -2.125235 -0.186428 4.824245 1.0 0.8 -2.6 0.222
H -0.775522 -2.135277 4.073146 -0.5 3.6 -2.1 0.194
N -0.194489 1.095705 -0.804728 0.3 -4.8 4.7 -0.425
N -0.306854 -1.164788 2.104952 -2.5 4.2 1.1 -0.421
```
Forces are in eV/Å.

Results
ΔE to the lowest compared entry with this formula, charge and spin in kcal/mol: 158.85
F_max in Eh/bohr: 0.251
E in Ha: -534.4338
E_HOMO in eV: -8.8
Charge: 0
Frontier orbital gap in eV: 8.85


[4]
C20H42AlBrCl4CsF4I3KN3NbO7 | ωB97M-V with the def2-TZVPD basis set

```
88
Properties=species:S:1:pos:R:3:forces:R:3:mulliken_charge:R:1
C 2.636326 4.705465 0.767050 0.1 0.1 -1.1 -1.561
C 1.745544 4.646509 -0.496267 1.0 2.1 0.5 -0.172
O 2.314822 3.938787 -1.586637 -1.2 -1.5 1.0 -0.623
Nb 2.160186 1.888959 -1.676888 1.1 0.0 -0.7 -0.564
I 0.600979 1.600283 0.760565 -0.2 -0.9 0.1 0.039
I 1.808033 -0.850044 -1.980252 0.1 1.2 0.1 -0.124
C 4.142904 1.753163 -0.608082 0.1 -0.5 -0.8 -0.642
C 4.709923 0.376911 -0.180044 0.6 0.3 1.1 -0.478
C 4.185402 0.000223 1.240450 0.5 0.4 -0.5 -0.941
I 3.360649 -1.964061 1.435254 0.1 0.3 0.1 0.086
C 3.350867 1.869901 -3.608911 -0.5 -0.5 0.8 -0.552
O 4.520110 1.033162 -3.484430 -0.9 0.3 0.5 -0.135
C 5.590153 1.558418 -4.072276 0.5 0.0 -0.4 0.792
F 5.386350 1.842213 -5.341035 -0.4 0.9 0.6 -0.117
F 6.025732 2.690290 -3.475369 -0.2 0.7 0.4 -0.281
F 6.576296 0.709161 -3.997060 0.9 -1.0 0.3 -0.269
C 0.331055 2.201256 -2.999795 -0.2 -0.2 -1.2 -0.916
C -0.900695 2.563761 -2.277906 -0.6 -0.7 0.2 0.729
C -1.996073 1.513714 -2.067213 0.4 0.4 -0.4 -1.288
N -1.116660 3.747244 -1.864781 0.3 1.1 0.2 -0.465
H 2.711748 3.753114 1.297711 0.0 0.2 0.1 0.247
H 3.633401 4.960675 0.394456 0.1 -0.2 0.3 0.377
H 2.306196 5.552430 1.374277 0.0 -0.3 0.2 0.435
H 1.746769 5.739281 -0.798021 0.1 -1.1 1.3 0.516
H 0.684017 4.463059 -0.277439 0.2 -0.5 -0.4 0.328
H 4.123469 2.380176 0.298791 -0.2 0.0 -0.2 0.597
H 4.894802 2.232989 -1.251367 -0.2 0.1 0.0 0.293
H 5.787742 0.520805 -0.019646 -0.1 -0.1 -0.2 0.287
H 4.649574 -0.433751 -0.902922 -0.4 0.2 -0.1 0.427
H 3.495888 0.773488 1.579968 -0.4 -0.5 0.0 0.222
H 5.009776 0.043268 1.950145 0.0 -0.3 0.0 0.446
H 2.750040 1.463742 -4.426157 -0.1 0.2 0.1 0.460
H 3.630044 2.907634 -3.820646 0.0 -0.1 0.1 0.420
H 0.532926 2.958758 -3.772841 0.1 0.1 0.3 0.251
H 0.146986 1.268469 -3.539890 0.1 0.1 0.0 0.638
H -2.751930 1.731418 -2.830140 0.1 -0.2 0.0 0.273
H -2.489193 1.682595 -1.108540 0.2 -0.3 0.1 0.428
H -1.642066 0.491025 -2.196910 -0.1 0.0 0.2 0.321
H -2.023203 3.776798 -1.400594 0.0 0.2 -0.1 0.245
C -2.423557 -3.597325 2.806130 0.0 -0.1 0.2 -1.390
C -1.055955 -4.028301 2.292441 -0.3 0.8 0.1 0.366
C -0.486982 -5.251591 3.058168 0.4 -0.5 -0.5 -0.674
O 0.034844 -4.934943 4.323223 -0.9 0.1 0.3 -0.315
C -0.904239 -4.862121 5.346941 1.2 -1.5 -0.3 -0.502
N -0.150020 -2.883052 2.329854 0.3 -0.6 0.1 -0.458
H -2.369245 -3.081190 3.766409 0.0 0.0 0.0 0.253
H -2.887398 -2.908826 2.098667 0.1 -0.1 0.0 0.386
H -3.088359 -4.452713 2.917907 -0.1 0.0 0.0 0.261
H -1.174077 -4.330840 1.247888 0.1 -0.2 0.1 0.454
H 0.353438 -5.651128 2.483360 0.1 0.2 0.1 0.385
H -1.229901 -6.052646 3.132143 -0.2 0.2 0.1 0.417
H -1.713535 -5.581304 5.221368 -0.2 0.3 -0.2 0.274
H -1.352680 -3.799872 5.426547 -1.3 0.8 0.8 0.387
H -0.398412 -5.054045 6.292946 0.0 0.4 0.1 0.304
H 0.741727 -3.138016 1.910059 -0.1 0.2 -0.1 0.024
H 0.083340 -2.709497 3.305073 -0.1 0.3 0.0 0.328
K 1.286007 6.153937 -2.722831 -0.6 -0.1 -1.4 0.979
F -2.553724 -3.239939 6.207285 0.9 -0.2 -0.6 -0.535
Al 0.281719 3.660992 2.326084 -0.3 0.5 0.5 0.323
O -5.305191 -4.385369 1.550093 0.1 -0.1 0.1 -0.499
C -5.532861 -5.549140 1.380466 -0.1 0.0 -0.5 1.056
O -4.686795 -6.477218 1.861893 0.2 0.1 0.4 -0.383
C -4.978824 -7.881534 1.899151 0.0 -0.3 -0.2 -0.409
C -4.596068 -8.561584 0.601169 0.0 0.1 -0.1 -0.978
C -6.710769 -5.998557 0.547018 -0.3 -0.4 0.7 -1.378
H -6.020857 -8.056054 2.170399 0.0 0.1 -0.1 0.350
H -4.377173 -8.285075 2.712142 0.0 0.2 0.0 0.344
H -5.172245 -8.175628 -0.240845 -0.1 -0.1 0.0 0.265
H -4.764187 -9.636464 0.669086 0.0 0.0 0.0 0.379
H -3.543952 -8.383835 0.376755 0.0 0.0 0.1 0.292
H -6.375266 -6.039793 -0.550613 -0.1 -0.2 0.8 0.235
H -7.507560 -5.272347 0.665001 0.1 0.1 0.0 0.486
H -7.129746 -6.966370 0.827137 0.1 -0.1 -0.3 0.382
C -4.023120 4.404578 -5.036320 0.1 0.0 0.1 -0.031
Cl -3.508761 6.088498 -5.187383 0.0 0.0 0.0 -0.130
Cl -2.649239 3.312329 -5.225780 0.0 0.0 -0.1 -0.074
Cl -4.821588 4.134259 -3.485984 0.0 0.0 0.0 -0.112
H -4.733820 4.195912 -5.825917 0.0 0.0 0.0 0.352
Br -6.685903 -4.512805 -1.728020 0.0 0.6 -0.9 -0.174
C 3.144014 9.026336 3.136368 0.2 -0.1 -0.1 -0.708
N 1.754782 8.709760 2.698952 0.0 0.0 0.0 0.818
O 1.615008 8.032484 1.688324 0.0 0.0 0.1 -0.518
O 0.855199 9.145714 3.375264 0.1 -0.1 -0.1 -0.483
H 3.839827 8.573222 2.439336 -0.1 0.0 0.0 0.294
H 3.246272 10.107619 3.140128 -0.1 0.0 0.1 0.295
H 3.272384 8.618406 4.134869 -0.1 0.1 0.0 0.294
Cl 5.684463 0.960027 -7.614986 -0.2 -1.5 0.1 -0.883
Cs 6.090118 2.523748 -9.783984 0.3 1.0 -1.5 0.918
```
Forces are in eV/Å.

Results
ΔE to the lowest compared entry with this formula, charge and spin in kcal/mol: 22.34
F_max in Eh/bohr: 0.047
E in Ha: -8104.3865
E_HOMO in eV: -8.9
Charge: +1
Frontier orbital gap in eV: 1.70